(1)
Density functional theory data (the ωB97M-V functional and the def2-TZVPD basis) for an isolated molecule of C4H5NOS2.

Properties
**Gap between HOMO and LUMO**: 8.845 eV
**ΔE to the lowest compared entry with this formula, charge and spin**: 76.7 kcal/mol
**SMILES**: S/N=C1\C=COCS1
**Calculated total energy**: -29433.768 eV

ORCA input file:
```
! wB97M-V def2-TZVPD RIJCOSX def2/J DEFGRID3
* xyz 0 1
H -1.43610 0.42897 -1.19814
H 1.48460 -1.56650 1.11115
C 1.94330 -0.71329 0.34746
C 0.43922 -0.67623 -1.38465
N -1.44754 1.17782 1.09191
C -0.52023 -0.08652 -0.77487
H 0.40766 -1.06416 -2.48284
O 1.78300 -0.92537 -1.05480
H 2.99976 -0.62129 0.50649
H -3.50486 1.58305 1.59368
C -0.47143 0.52803 0.63620
S 1.18528 0.68667 1.20015
S -2.86266 1.24882 0.40826
*
```


(2)
Density functional theory data (the ωB97M-V functional and the def2-TZVPD basis) for a structure of composition C20H25BClIrN7O2.

Properties
**Gap between HOMO and LUMO**: 9.249 eV
**ΔE to the lowest compared entry with this formula, charge and spin**: 2.6 kcal/mol
**Calculated total energy**: -51707.093 eV

ORCA input file:
```
! wB97M-V def2-TZVPD RIJCOSX def2/J DEFGRID3
* xyz 1 1
H 0.53478 2.76609 -2.20278
H 2.50552 -4.19816 3.15337
H 2.91218 -2.16809 4.95361
Ir 0.05836 -0.42996 0.70450
C -2.51015 0.88296 -3.30219
H 1.66538 -4.45359 0.64750
H -1.73921 5.30022 -0.88284
B 1.21593 -3.35002 0.70661
C -1.43984 2.69322 -0.19231
H 0.01653 1.15095 3.91222
C 0.83822 3.14407 -1.22907
H -3.37913 -4.30214 -0.02258
C 2.19197 -3.16841 3.12230
C -0.46021 1.64971 3.07434
Cl -1.55055 0.42171 2.30664
C 2.13396 -0.64258 -1.55353
H -2.35406 3.27444 -0.07350
C -2.37588 1.81467 -2.29257
H -1.89659 -1.06569 -3.95751
H -0.13201 5.53457 -1.61340
C -0.96200 0.31160 -0.95943
C -1.58837 1.56523 -1.16319
H 3.15755 -3.73223 -1.39670
H -3.13020 1.08795 -4.16418
C -1.09625 -0.58756 -2.03357
H -2.90756 2.75738 -2.36770
H -0.60810 -1.55269 -1.97680
N 1.47241 -1.15576 -0.52065
N 1.50603 -2.69655 2.07064
N -0.36876 3.72013 -0.56795
H -0.06194 4.11833 0.32613
N -0.31038 -3.34844 0.47622
O 1.04055 1.34076 1.19522
C 1.78817 -1.03229 3.40852
H -2.95291 -1.60122 0.16263
C -2.45015 -3.78597 0.13884
H 1.76978 -0.00755 3.73667
C -1.19206 -4.33858 0.28952
C -0.92153 4.81578 -1.41049
H -1.15335 2.31676 0.76990
C 2.95825 -1.61734 -2.10867
C 2.73614 -2.74311 -1.33904
H -1.27734 4.38445 -2.34174
H -1.09443 2.45631 3.42363
H 1.23760 2.35394 -0.60338
H 1.56531 3.94420 -1.34415
C -1.83284 -0.31912 -3.17594
C 2.39013 -2.13526 4.01437
H 3.62393 -1.51513 -2.94638
O 0.84996 3.35907 2.09947
H 1.98142 0.38367 -1.83897
H -0.86504 -5.36451 0.28483
C 0.56993 2.17188 2.05558
N -0.95551 -2.16779 0.45080
N 1.25408 -1.38126 2.24168
N 1.84087 -2.44651 -0.38757
C -2.24858 -2.41256 0.24301
*
```


(3)
Density functional theory data (the ωB97M-V functional and the def2-TZVPD basis) for a cluster of 10 separate species, C50H50N10 in total.

Properties
**Gap between HOMO and LUMO**: 9.730 eV
**ΔE to the lowest compared entry with this formula, charge and spin**: 17.7 kcal/mol
**SMILES**: c1ccncc1.c1ccncc1.c1ccncc1.c1ccncc1.c1ccncc1.c1ccncc1.c1ccncc1.c1ccncc1.c1ccncc1.c1ccncc1
**Calculated total energy**: -67559.903 eV

ORCA input file:
```
! wB97M-V def2-TZVPD RIJCOSX def2/J DEFGRID3
* xyz 0 1
C -0.26070 0.87286 6.31259
C -2.46823 5.39400 2.11365
C -1.43217 3.35804 0.67998
C 2.89138 -2.35730 -5.42240
H 1.21007 -0.62977 3.15672
C -1.92633 -5.29570 -1.33143
C 0.77899 -0.05222 6.44319
H 3.84236 1.27089 1.11611
C 0.67558 -0.92845 -1.92782
H -3.04744 -5.97771 1.77820
H 2.07105 -1.35470 5.36439
N -3.14934 -3.40026 4.45617
C -4.58649 -3.40023 2.55604
H -0.54075 -2.24137 -0.69838
H 5.67095 4.71806 2.44484
H -0.29488 -0.82205 1.29664
C -2.78652 0.78179 -1.83139
H 4.80560 -0.55124 -2.69697
H -1.28264 -4.60800 -1.86741
C -5.28187 1.10825 -0.75536
C -3.40971 2.02474 -1.89395
H 0.68423 -1.55624 -2.81160
C 3.56841 -0.31252 -4.43480
N 4.38130 4.31231 3.97337
C 1.40410 1.03086 -0.75980
N -1.52098 3.19639 1.99666
H -5.14241 3.16467 -1.42569
C 4.23593 -1.05538 -3.47107
H -1.27137 0.57393 -8.38199
H -1.90342 -1.82210 4.70200
H -3.04443 2.73360 -5.12367
C -3.17081 -1.54305 2.96157
C -0.97253 2.24053 -4.98592
C -1.78469 4.50716 0.01283
C -2.15638 -5.09295 0.02405
H -2.80335 -0.55707 2.70049
N -4.71023 -0.08146 -0.67451
C 3.89526 3.75996 1.69194
N 0.85936 0.61183 0.37489
H 2.41799 -2.95920 -6.18664
H 2.46783 -0.42783 -6.27621
C 4.44305 0.37594 1.04185
H -0.61475 1.39159 7.19905
H -1.52853 4.70526 -1.02022
C 0.17245 -0.52121 0.36291
C 5.48941 -1.47040 2.11188
H 3.55973 0.76698 -4.34931
N -0.70057 1.30243 5.13905
C 4.56753 -0.44489 2.15659
C -2.79086 -6.11295 0.73231
H -6.26008 1.22148 -0.30079
C 3.15721 3.91781 4.32788
H -1.84026 -4.19283 0.53468
C 1.26968 0.32107 -1.94696
C -2.68029 -2.22017 4.06061
C -2.40758 -6.45553 -1.91829
H 4.20929 3.79459 0.65805
C 6.02240 -0.80148 -0.09661
C 6.27250 -1.63796 0.98133
H 2.94344 4.02784 5.38544
H -3.11996 -1.24763 -1.12888
N 4.25117 -2.38026 -3.45127
C 4.70523 4.28510 2.68643
H -2.10778 4.11994 3.76848
C 0.08096 1.63489 -5.65893
H 4.00268 -0.23544 3.05560
C -4.16155 -2.13688 2.19749
C 0.07973 -1.35607 -0.75039
C 1.31768 -0.57975 5.28558
H -0.57036 1.22183 3.11046
H 1.31146 2.93317 3.67522
N -3.23603 -7.23543 0.18114
H 1.14230 -0.34883 7.41733
H -2.81848 2.83418 -2.30869
H 2.03282 2.67907 1.43725
C -3.06611 -7.38917 -1.13096
H -2.88016 6.18975 2.72099
C -2.20449 2.25334 -5.61132
H -2.29613 -6.61065 -2.98417
H -3.30759 1.54357 -7.32292
C 3.58624 -3.00706 -4.40569
C -2.32766 5.56406 0.74706
H -1.84806 0.54819 -2.31483
H -2.55594 6.47610 0.21154
H -4.52290 -1.60261 1.32588
C 0.83646 -0.15983 4.05904
H 1.09178 1.78095 -5.28102
C -3.49323 -0.22984 -1.20598
C -0.15955 0.79806 4.02114
C -4.11304 -3.96076 3.72936
C 2.93975 -0.97398 -5.46665
C -4.69606 2.17827 -1.43127
C -1.22587 1.02608 -7.39617
H 5.58515 -2.15001 2.95184
C -2.00906 4.22199 2.69240
C 2.30104 3.29663 3.43383
H -0.97773 2.53022 0.14296
H -0.85997 2.79807 -4.06581
H 7.02651 -2.40804 0.91056
H 3.53768 -4.09159 -4.36627
H -3.52635 -8.24589 -1.60968
H -5.35052 -3.93310 2.00185
H 2.11605 1.85082 -0.73648
H 6.66776 -0.86700 -0.96858
H -4.46626 -4.91369 4.10849
C 2.70175 3.19682 2.11947
N 5.12293 0.17380 -0.08188
N -0.02305 1.01788 -6.83240
H 1.63271 0.68924 -2.89657
C -2.34242 1.62083 -6.84332
*
```


(4)
Density functional theory data (the ωB97M-V functional and the def2-TZVPD basis) for an isolated molecule of C10H11P.

Properties
**Gap between HOMO and LUMO**: 8.437 eV
**ΔE to the lowest compared entry with this formula, charge and spin**: 59.1 kcal/mol
**SMILES**: CC1=CC=C[C@H]2C=CC=P[C@@H]12
**Calculated total energy**: -19833.882 eV

ORCA input file:
```
! wB97M-V def2-TZVPD RIJCOSX def2/J DEFGRID3
* xyz 0 1
H -1.46694 2.38888 -2.89880
H 0.06329 -2.92156 -0.18165
H -1.66720 2.93086 -0.46630
H -1.37446 -0.76410 -0.44060
C -0.33470 -0.32547 -0.33095
H -1.30817 -2.74976 1.01667
C -0.44208 1.08620 0.26612
H 1.26377 2.59908 0.90718
P 0.42546 -0.63467 -1.97630
C 1.34899 -0.71324 1.37363
H 1.83877 -1.30145 2.04769
C -0.20782 -2.54841 0.78931
H 0.43691 -3.12593 1.38698
H 0.11719 0.87435 -3.71712
C 0.33241 -1.22615 0.70159
C -1.10682 1.99736 -0.82432
C -0.10720 0.75847 -2.67633
C 0.99999 1.58734 0.65790
C -1.01954 1.69601 -2.09493
H 2.75546 1.01635 1.39258
C 1.79049 0.63056 1.09471
H -1.06492 1.06434 1.09847
*
```


| no. | largest force on an atom (eV/Å) | E_HOMO (eV) |
| --- | --- | --- |
| 1 | 7.01 | -8.28 |
| 2 | 0.31 | -11.22 |
| 3 | 1.23 | -9.43 |
| 4 | 4.43 | -8.26 |